Computed, not measured: C3H7NO4 as an isolated structure, with the ωB97M-V functional and the def2-TZVPD basis.

Last column: Löwdin charge in e.
Geometry (Å):
O1 0.740 1.885 1.510  0.030
C1 -0.055 0.871 1.877  -0.272
C2 -0.003 -0.464 1.606  -0.089
N1 0.855 -0.867 0.541  0.062
C3 0.580 -0.651 -0.867  -0.573
O2 1.327 -1.295 -1.662  0.181
O3 0.412 0.739 -1.159  0.020
H1 -0.859 1.137 2.547  0.124
H2 0.357 1.234 0.662  0.152
H3 -0.572 -1.265 2.086  0.117
H4 1.846 -0.800 0.725  0.156
H5 -0.505 -1.038 -0.994  0.250
H6 -2.118 -0.031 -2.981  0.011
H7 -0.471 0.701 -1.670  0.039
O4 -1.535 -0.155 -2.221  -0.207

Atoms 1-2, force components in eV/Å:
O -1.26 -2.67 -3.16
C -2.12 -1.79 4.63

Output
Spin multiplicity: 1
Charge: 0
Lowest unoccupied orbital energy in eV: -4.55
Molar mass in g mol⁻¹: 121.09
Energy relative to the best compared isomer or geometry (same formula, charge and spin) in kJ/mol: 1057.1
E_HOMO in eV: -9.853